A.
Molecular formula: C8H10O2
Method: DFT, ωB97M-V/def2-TZVPD

Results
Spin multiplicity: 1
Frontier orbital gap: 0.3120 hartree
Net charge: 0

The geometry in XYZ format:
```
20
C8H10O2 (ωB97M-V/def2-TZVPD)
C -1.5813 0.1097 1.3142
C -1.3033 -0.1741 0.0323
C -0.4481 0.8298 2.0865
C 0.5180 0.9152 1.2164
C -2.0536 -0.8061 -1.2651
C 0.1491 0.2620 -0.1957
C 0.0480 1.4052 -1.2110
C 1.8760 -1.2847 0.2798
O -1.3458 -1.8081 -1.7123
O 1.1023 -0.6222 -0.6545
H -2.5412 0.0573 1.8164
H -0.5799 1.0795 3.1782
H 1.3794 1.4039 1.2529
H 1.0597 1.7836 -1.3870
H -0.7602 2.1647 -1.0145
H -0.3174 1.0728 -2.3039
H 2.5243 -0.5474 0.8385
H 2.5671 -1.8218 -0.3640
H 1.2568 -2.1233 0.7239
H -1.5499 -1.8959 -2.6308
```

These are the natural (NBO) partial charges, in e, on atoms 1 to 6: C -0.195; C -0.180; C -0.224; C -0.174; C 0.273; C 0.192

---

B.
Molecular formula: C8H10O2
Method: DFT, ωB97M-V/def2-TZVPD

Results
Spin multiplicity: 1
Frontier orbital gap: 0.3038 hartree
Net charge: 0

The geometry in XYZ format:
```
20
C8H10O2 (ωB97M-V/def2-TZVPD)
C 2.6169 -1.8744 -0.0513
C 1.4194 -0.8678 0.0303
C 1.1888 0.1491 1.0095
C -0.0056 0.8284 0.9900
C -0.9130 0.5923 -0.0677
C -1.9540 1.8306 -0.1653
C -0.7524 -0.5655 -0.8866
C 0.5019 -1.1560 -0.9823
H 2.4364 -2.9640 0.2109
H 2.9862 -2.0128 -1.1517
H 3.6038 -1.4688 0.4260
H 2.1993 0.3946 1.6168
H -1.4082 1.4461 2.5428
H -2.3824 1.8806 -1.0972
H -2.7417 1.5946 0.5477
H -1.6939 2.8054 0.2068
H -2.6226 -0.6744 -1.9738
H 0.8061 -1.8736 -1.6828
O -0.1903 1.8035 2.0703
O -1.5341 -0.8971 -1.9333
```

These are the natural (NBO) partial charges, in e, on atoms 1 to 6: C -0.649; C 0.013; C -0.289; C 0.291; C -0.139; C -0.624

---

C.
Molecular formula: C8H10O2
Method: DFT, ωB97M-V/def2-TZVPD

Results
Spin multiplicity: 1
Frontier orbital gap: 0.2720 hartree
Net charge: 0

The geometry in XYZ format:
```
20
C8H10O2 (ωB97M-V/def2-TZVPD)
C -1.3814 -0.4900 -1.5688
C -1.1148 0.6886 -2.1504
C -1.1170 -1.1489 -0.2997
C -0.3653 1.9069 -1.7984
C -0.3574 -0.7112 0.6830
C 0.1350 2.1320 -0.5865
C 1.4962 -1.6577 1.7148
C 0.2278 -0.9331 1.9926
O 0.1397 1.1665 0.4350
O 0.7638 3.2900 -0.2371
H -2.0752 -1.0544 -2.1950
H -1.3935 0.7145 -3.1710
H -1.5260 -2.2170 -0.2308
H 0.0307 2.5880 -2.6113
H 2.1019 -1.1361 0.9740
H 1.2995 -2.4741 0.9431
H 1.9224 -2.1919 2.4919
H 0.5064 0.0324 2.4693
H -0.3234 -1.6615 2.5402
H 1.0307 3.1570 0.6052
```

These are the natural (NBO) partial charges, in e, on atoms 1 to 6: C -0.319; C -0.093; C -0.304; C -0.495; C 0.489; C 0.687

---

Going by the energies, B is most stable and the next is 0.0221 hartree up.

---

A.
Molecular formula: C8H9N2O4
Method: DFT, ωB97M-V/def2-TZVPD

Results
Spin multiplicity: 1
Frontier orbital gap: 0.3057 hartree
Net charge: -1

The geometry in XYZ format:
```
23
C8H9N2O4 (ωB97M-V/def2-TZVPD)
C 2.7436 1.9933 -0.8271
C 1.8044 2.5420 -1.6113
C -1.0107 4.1470 -1.1983
C -0.4537 1.6994 -2.5571
C 1.2431 0.4459 -0.8889
C -1.2503 -1.3148 1.4667
C 0.3622 -0.6974 -0.5663
C -0.6891 -0.3037 0.4676
N 2.3877 0.7814 -0.3414
N 0.7996 1.6822 -1.7196
O -0.0360 4.7158 -1.4192
O -0.7797 0.6237 -3.0938
O -2.0324 3.8963 -0.6422
O -0.9606 2.8501 -2.6617
H 3.6360 2.5811 -0.4273
H 1.6916 3.4988 -2.1498
H -1.9223 -1.9080 0.9943
H -1.7652 -0.4772 2.0227
H -0.4912 -1.9059 1.9769
H -0.1711 -1.2000 -1.5023
H 1.0431 -1.5879 -0.1081
H -0.2915 0.5291 1.0748
H -1.5228 -0.0042 -0.1306
```

These are the natural (NBO) partial charges, in e, on atoms 1 to 6: C -0.153; C -0.053; C 1.058; C 0.914; C 0.351; C -0.605

---

B.
Molecular formula: C8H9N2O4
Method: DFT, ωB97M-V/def2-TZVPD

Results
Spin multiplicity: 1
Frontier orbital gap: 0.2754 hartree
Net charge: -1

The geometry in XYZ format:
```
23
C8H9N2O4 (ωB97M-V/def2-TZVPD)
C 0.0679 0.7047 0.0378
C 1.8070 -0.2310 -1.0464
C -2.1605 -1.1572 0.1395
C -0.9499 -1.5204 0.1841
C -0.3821 -2.9983 0.3628
C 0.8262 -0.1289 0.8975
C 0.7994 -0.1394 2.4029
C 0.3117 1.1789 -2.4581
N 1.9081 -0.5892 0.2630
N 0.7125 0.5664 -1.2060
O -1.1819 -3.7842 -0.0759
O -0.9713 1.3495 0.0855
O 2.6214 -0.4459 -1.9661
O 0.7252 -3.0784 0.8705
H -2.2754 -0.0920 0.1942
H -3.1457 -1.7578 0.0502
H -0.1335 0.2397 2.7859
H 1.7900 0.3242 2.7716
H 0.6964 -1.1606 2.7218
H 1.1663 1.4907 -2.9893
H -0.5958 0.7309 -2.9948
H -0.1150 2.1491 -2.1321
H 2.2050 -1.4669 0.5473
```

These are the natural (NBO) partial charges, in e, on atoms 1 to 6: C 0.577; C 0.776; C -0.539; C 0.008; C 0.732; C 0.154

---

Going by the energies, A is most stable and the next is 0.0802 hartree up.

---

A.
Molecular formula: C3H11NO
Method: DFT, ωB97M-V/def2-TZVPD

Results
Spin multiplicity: 1
Frontier orbital gap: 0.3920 hartree
SMILES: CC(C)N.O
Net charge: 0

The geometry in XYZ format:
```
16
C3H11NO (ωB97M-V/def2-TZVPD)
C -0.0118 -0.6645 -1.2080
C 0.5725 0.2793 -0.1073
C 1.8350 -0.3620 0.4949
N -0.3953 0.7149 0.9141
H 0.8313 -1.2301 -1.5908
H -0.3558 -0.0100 -2.0041
H -0.7470 -1.3820 -0.8618
H 0.8974 1.1131 -0.7412
H 2.0624 0.1392 1.4418
H 2.6686 -0.1093 -0.1517
H 1.6162 -1.3874 0.7545
H -0.8730 1.5320 0.5537
H 0.1378 1.0031 1.7253
H -2.0178 -0.1004 0.4753
H -3.4880 0.2857 0.4444
O -2.7326 0.1784 -0.1390
```

These are the natural (NBO) partial charges, in e, on atoms 1 to 6: C -0.616; C -0.038; C -0.620; N -0.861; H 0.203; H 0.213

---

B.
Molecular formula: C3H11NO
Method: DFT, ωB97M-V/def2-TZVPD

Results
Spin multiplicity: 1
Frontier orbital gap: 0.3803 hartree
SMILES: CCOC.N
Net charge: 0

The geometry in XYZ format:
```
16
C3H11NO (ωB97M-V/def2-TZVPD)
C -0.9082 1.0358 -1.4414
N 0.9796 -1.7421 -1.0494
H -0.4492 1.9874 -1.7595
H -1.9204 1.2441 -1.1149
H -0.8224 0.1670 -2.1737
H 0.8096 -0.9267 -1.6115
H 0.1541 -2.1510 -0.8137
H 1.3639 -2.3167 -1.8215
C -0.5349 0.1079 1.0900
O -0.2513 0.5279 -0.1911
C 0.6707 0.5765 1.9410
H -1.5005 0.6159 1.3774
H -0.6517 -1.0074 1.1424
H 0.6845 0.0620 2.9373
H 1.6421 0.1390 1.5367
H 0.7340 1.6804 1.9521
```

These are the natural (NBO) partial charges, in e, on atoms 1 to 6: C -0.229; N -1.036; H 0.196; H 0.182; H 0.182; H 0.356

---

Going by the energies, A is most stable and the next is 0.0637 hartree up.

---

A.
Molecular formula: C3H11NO
Method: DFT, ωB97M-V/def2-TZVPD

Results
Spin multiplicity: 1
Frontier orbital gap: 0.3429 hartree
SMILES: CCNC.O
Net charge: 0

The geometry in XYZ format:
```
16
C3H11NO (ωB97M-V/def2-TZVPD)
N 0.2252 -0.5256 -0.5667
C 1.0492 -0.8638 -1.7123
C 1.6803 -1.2046 1.2702
C 0.9464 -0.0751 0.6216
H -0.5363 0.1452 -0.7311
H 1.8113 -1.6198 -1.4590
H 1.5617 0.0581 -2.0347
H 0.4441 -1.2424 -2.5533
H 0.9772 -2.0260 1.4885
H 2.1590 -0.8914 2.2132
H 2.4606 -1.5815 0.5878
H 1.7305 0.6584 0.3522
H 0.2659 0.4107 1.3471
O -4.5647 2.8049 0.2578
H -4.7838 3.1977 1.1331
H -5.4265 2.7552 -0.2145
```

These are the natural (NBO) partial charges, in e, on atoms 1 to 6: N -0.642; C -0.414; C -0.614; C -0.218; H 0.366; H 0.195

---

B.
Molecular formula: C3H11NO
Method: DFT, ωB97M-V/def2-TZVPD

Results
Spin multiplicity: 1
Frontier orbital gap: 0.3442 hartree
SMILES: CCCN.O
Net charge: 0

The geometry in XYZ format:
```
16
C3H11NO (ωB97M-V/def2-TZVPD)
C 0.7208 0.3364 -0.4725
C -0.4449 -0.6124 -0.8926
C -1.8376 -0.0319 -0.6807
N 0.3986 1.7288 -0.3005
H 1.3543 0.3472 -1.3671
H 1.3080 -0.0990 0.3406
H -0.3220 -1.6055 -0.4618
H -0.4354 -0.7481 -1.9792
H -2.6090 -0.7972 -0.7696
H -2.0798 0.8337 -1.3003
H -2.0153 0.4663 0.2845
H -0.2601 1.9721 0.4123
H 0.5739 2.3692 -1.0455
H 0.4300 -1.8859 1.9825
H 1.9024 -1.4779 1.6626
O 1.0821 -1.1887 2.0748
```

These are the natural (NBO) partial charges, in e, on atoms 1 to 6: C -0.220; C -0.416; C -0.615; N -0.875; H 0.180; H 0.197

---

Going by the energies, A is most stable and the next is 0.0094 hartree up.

---

A.
Molecular formula: C3H11NO
Method: DFT, ωB97M-V/def2-TZVPD

Results
Spin multiplicity: 1
Frontier orbital gap: 0.3827 hartree
SMILES: CC(C)N.O
Net charge: 0

The geometry in XYZ format:
```
16
C3H11NO (ωB97M-V/def2-TZVPD)
C 0.6544 -1.2885 0.2262
C 0.0415 0.1315 0.2102
C 0.2295 0.8290 1.5430
N 0.6166 1.0246 -0.8358
H -0.1867 -1.9919 0.1659
H 1.2716 -1.4469 -0.6575
H 1.1393 -1.5914 1.1590
H -0.9961 0.0660 -0.0991
H -0.1899 1.8393 1.5211
H -0.1352 0.2201 2.3731
H 1.2964 0.9375 1.7897
H 1.1534 0.5346 -1.5554
H 1.2879 1.6794 -0.4365
H -1.3523 -0.6201 -1.8871
H -2.5198 0.3139 -1.7282
O -2.3104 -0.6371 -1.7887
```

These are the natural (NBO) partial charges, in e, on atoms 1 to 6: C -0.637; C -0.071; C -0.614; N -0.860; H 0.218; H 0.205

---

B.
Molecular formula: C3H11NO
Method: DFT, ωB97M-V/def2-TZVPD

Results
Spin multiplicity: 1
Frontier orbital gap: 0.3861 hartree
SMILES: NCO.CC
Net charge: 0

The geometry in XYZ format:
```
16
C3H11NO (ωB97M-V/def2-TZVPD)
C 2.7156 2.1340 -0.4305
C 2.8762 3.3890 0.4032
H 1.6750 1.8355 -0.5424
H 3.2549 1.3131 0.0429
H 3.1536 2.3027 -1.4130
H 3.8980 3.4798 0.7606
H 2.6228 4.2919 -0.1258
H 2.2200 3.3367 1.2706
N -1.8383 -2.4024 -0.2001
C -3.1085 -2.5264 0.3956
O -4.0715 -3.2555 -0.3682
H -1.1304 -3.0889 -0.0149
H -1.8624 -2.1548 -1.1740
H -3.0811 -2.9538 1.3934
H -3.5809 -1.5468 0.5317
H -3.7430 -4.1540 -0.5289
```

These are the natural (NBO) partial charges, in e, on atoms 1 to 6: C -0.603; C -0.602; H 0.203; H 0.201; H 0.200; H 0.201

---

Going by the energies, A is most stable and the next is 0.0032 hartree up.

---

A.
Molecular formula: C5H10O
Method: DFT, ωB97M-V/def2-TZVPD

Results
Spin multiplicity: 1
Frontier orbital gap (spin up / spin down): 0.2860 / 0.2751 hartree
Net charge: 0

The geometry in XYZ format:
```
16
C5H10O (ωB97M-V/def2-TZVPD)
O -0.1608 -1.4447 2.0320
C 0.3281 -0.7907 0.9346
C -0.5167 -0.4143 -0.1453
C -0.0980 1.0394 -0.0874
C 0.5507 1.0239 -1.4569
C 0.2727 -0.4895 -1.4791
H 0.5644 -2.0100 2.3360
H -1.5135 0.6485 2.1173
H 1.3953 -0.6253 0.9284
H -1.5575 -0.7424 -0.0962
H 0.0485 1.7258 0.7324
H -1.7270 1.1768 1.6385
H -0.0296 1.5705 -2.2191
H 1.6004 1.3164 -1.5739
H 1.1724 -1.0987 -1.3665
H -0.3294 -0.8857 -2.2948
```

These are the natural (NBO) partial charges, in e, on atoms 1 to 6: O -0.684; C 0.168; C -0.359; C -0.221; C -0.455; C -0.364

---

B.
Molecular formula: C5H10O
Method: DFT, ωB97M-V/def2-TZVPD

Results
Spin multiplicity: 1
Frontier orbital gap: 0.3646 hartree
SMILES: C[C@@H]1C[C@H]1CO
Net charge: 0

The geometry in XYZ format:
```
16
C5H10O (ωB97M-V/def2-TZVPD)
C 1.9470 0.6275 0.1890
C 0.6456 0.0557 -0.3107
C -0.3080 -0.6854 0.5378
C -1.4558 -1.0899 -0.4447
O -1.8302 0.0577 -1.1901
C -0.6829 0.7233 0.7634
H 2.6237 -0.1340 0.5973
H 1.7505 1.3435 0.9880
H 2.4868 1.1610 -0.6028
H 0.7707 -0.4045 -1.3163
H -0.9897 0.5457 -1.3057
H -0.0192 -1.3933 1.3134
H -2.3368 -1.4265 0.1111
H -1.1548 -1.8594 -1.1643
H -1.7705 0.8912 0.8460
H -0.1339 1.5098 1.2335
```

These are the natural (NBO) partial charges, in e, on atoms 1 to 6: C -0.633; C -0.221; C -0.322; C -0.062; O -0.734; C -0.352

---

Going by the energies, B is most stable and the next is 0.0633 hartree up.